(1)
Molecular formula: C2H7S2
Method: DFT, wB97M-V/def2-TZVPD

charge	-1
relative energy (zero: lowest compared OMol25 entry of this formula, charge and spin)	11.9	kcal/mol
highest occupied orbital energy	-0.091	Eh

```
11
Properties=species:S:1:pos:R:3:forces:R:3
C 1.692 2.282 -0.466 0.50 -0.36 0.74
C 1.202 1.839 0.907 0.11 -0.50 -0.55
S 0.153 0.370 0.760 -0.16 -0.39 0.28
H 0.829 2.584 -1.037 -0.03 0.31 -0.50
H 2.162 1.417 -0.918 -0.06 -0.19 -0.39
H 2.483 3.033 -0.367 -0.23 0.47 -0.22
H 0.587 2.616 1.331 0.11 0.50 0.50
H 2.087 1.618 1.516 -0.27 0.17 0.24
S -1.585 -2.348 -0.947 -0.19 -0.69 0.26
H -1.420 -3.134 0.153 -0.04 0.43 -0.45
H -1.177 -1.223 -0.335 0.25 0.26 0.10
```
Positions in Å, forces in eV/Å.

(2)
Molecular formula: C2H7S2
Method: DFT, wB97M-V/def2-TZVPD

charge	-1
relative energy (zero: lowest compared OMol25 entry of this formula, charge and spin)	3.8	kcal/mol
highest occupied orbital energy	-0.103	Eh

```
11
Properties=species:S:1:pos:R:3:forces:R:3
S -2.419 -0.333 0.336 0.01 0.09 0.10
H -3.054 -1.515 0.307 0.03 -0.04 0.03
C 0.868 1.714 0.247 0.36 0.25 -0.07
C 1.839 0.534 0.208 -0.05 0.21 0.02
S 1.093 -0.921 -0.588 0.19 0.12 0.18
H 0.350 1.809 -0.703 -0.09 -0.04 -0.13
H 1.397 2.663 0.423 -0.07 -0.22 0.14
H 0.113 1.574 1.016 -0.09 -0.04 0.02
H 2.763 0.805 -0.310 -0.13 -0.14 -0.19
H 2.135 0.255 1.214 0.05 0.01 0.24
H -0.087 -0.790 0.102 -0.20 -0.21 -0.34
```
Positions in Å, forces in eV/Å.

(3)
Molecular formula: C2H7S2
Method: DFT, wB97M-V/def2-TZVPD

charge	-1
relative energy (zero: lowest compared OMol25 entry of this formula, charge and spin)	3.0	kcal/mol
highest occupied orbital energy	-0.108	Eh

```
11
Properties=species:S:1:pos:R:3:forces:R:3
S -1.964 0.943 -0.717 0.00 0.08 -0.01
H -1.367 0.895 -1.918 -0.07 -0.02 -0.09
C 0.049 -1.889 0.748 0.98 -0.51 -0.32
C 0.694 -0.578 1.113 -0.95 0.46 1.28
S 1.594 0.281 -0.174 0.15 0.12 -0.20
H 0.824 -2.606 0.452 -0.18 -0.10 -0.18
H -0.630 -1.693 -0.079 -0.19 -0.21 0.06
H -0.464 -2.312 1.612 -0.24 0.06 -0.04
H -0.162 0.019 1.447 0.26 0.57 -0.39
H 1.315 -0.616 2.011 0.32 -0.35 -0.19
H 0.485 0.890 -0.683 -0.08 -0.10 0.07
```
Positions in Å, forces in eV/Å.

(4)
Molecular formula: C2H7S2
Method: DFT, wB97M-V/def2-TZVPD

⟨S²⟩	0.75
relative energy (zero: lowest compared OMol25 entry of this formula, charge and spin)	13.4	kcal/mol
2S+1	2
highest occupied orbital energy (spin up / spin down)	-0.322 / -0.321	Eh

```
11
Properties=species:S:1:pos:R:3:forces:R:3
S 1.967 1.253 -0.149 0.62 0.34 -0.29
H 1.527 1.826 0.962 -0.16 0.19 0.43
C -1.401 -0.285 1.605 1.30 1.26 -1.35
C -1.553 -0.035 0.091 0.37 -0.37 0.00
S -0.456 -1.171 -0.859 0.42 0.73 0.30
H -1.593 -1.344 1.721 -0.32 0.11 0.98
H -0.355 -0.039 1.856 -0.06 -0.73 -0.17
H -1.878 0.505 2.183 -1.04 -0.67 0.22
H -1.246 0.963 -0.211 -0.16 0.21 0.10
H -2.563 -0.210 -0.280 0.02 0.04 0.15
H 0.642 -0.347 -0.613 -0.98 -1.10 -0.37
```
Positions in Å, forces in eV/Å.

(5)
Molecular formula: C2H87O42
Method: DFT, wB97M-V/def2-TZVPD

charge	-1
relative energy (zero: lowest compared OMol25 entry of this formula, charge and spin)	0.0	kcal/mol
highest occupied orbital energy	-0.234	Eh

```
131
Properties=species:S:1:pos:R:3:forces:R:3
C 7.883 -5.846 -0.902 0.24 0.04 0.52
C 8.428 -4.926 -1.953 -0.18 -0.15 -1.46
O 8.205 -5.397 -3.262 -0.02 -0.14 0.63
H 8.032 -6.903 -1.123 -0.11 -0.03 -0.23
H 6.830 -5.588 -0.786 -0.11 -0.49 0.30
H 8.441 -5.655 0.015 -0.27 0.04 0.49
H 9.463 -4.639 -1.762 0.64 -0.41 -0.06
H 7.933 -3.972 -1.771 -0.42 0.63 -0.19
O 5.551 0.837 -0.865 -0.47 0.21 0.50
H 5.134 1.234 -1.630 -0.13 -0.01 -0.12
H 6.367 0.467 -1.201 0.23 -0.16 -0.14
O 7.079 -10.228 -4.622 -0.77 -0.70 -0.42
H 7.833 -9.776 -4.243 0.73 1.14 0.42
H 7.461 -10.878 -5.212 -0.09 -0.28 -0.14
O 3.061 -5.873 -3.905 -0.40 0.61 -0.23
H 2.528 -6.663 -3.811 -0.02 -0.35 0.08
H 3.775 -5.989 -3.278 0.51 -0.33 0.11
O 8.581 -3.652 -6.405 0.41 0.44 -0.55
H 8.705 -3.363 -5.500 0.02 0.19 0.12
H 8.113 -4.483 -6.329 -0.08 -0.39 0.00
O 8.547 -1.591 -3.997 0.84 -0.04 0.26
H 7.872 -2.256 -3.861 -0.51 -0.29 -0.28
H 8.226 -0.822 -3.527 -0.34 0.42 -0.02
O 7.993 -9.779 0.256 0.10 0.77 0.16
H 7.853 -9.743 1.202 -0.22 -0.11 0.68
H 7.414 -9.104 -0.099 -0.56 0.17 -0.44
O 9.917 -6.129 2.694 -0.92 -0.60 0.05
H 10.328 -5.822 3.502 0.46 0.24 0.04
H 10.164 -5.479 2.036 0.23 0.31 -0.18
O 7.624 -6.223 -5.905 -0.71 -0.11 -0.74
H 7.708 -5.965 -4.986 0.33 0.40 0.94
H 8.271 -6.919 -6.019 0.20 -0.37 0.18
O 2.557 -8.528 -2.801 -0.29 -0.18 -0.36
H 3.345 -8.484 -2.261 0.57 0.12 0.28
H 1.847 -8.272 -2.212 -0.22 0.00 0.21
O 12.463 -8.616 -0.345 0.84 -0.14 -0.84
H 13.158 -8.322 0.243 0.20 0.13 -0.10
H 11.691 -8.695 0.216 -0.71 -0.01 0.48
O 13.207 -5.411 -2.313 0.80 -0.42 0.32
H 12.676 -4.798 -1.806 -0.29 0.39 0.01
H 12.621 -5.722 -3.004 -0.24 0.15 -0.19
O 11.236 -6.749 -6.951 0.62 -0.06 -0.19
H 11.016 -6.054 -6.331 0.03 0.50 0.23
H 10.414 -7.223 -7.081 -0.15 -0.19 -0.02
O 4.137 -2.944 -0.317 0.09 0.17 0.99
H 4.074 -2.884 -1.270 -0.11 -0.03 -0.87
H 4.001 -3.872 -0.125 0.02 -0.35 0.02
O 5.281 -8.036 -0.790 -0.01 -0.98 0.62
H 5.008 -7.211 -0.388 -0.17 0.67 0.46
H 5.571 -7.790 -1.669 0.14 0.08 -1.03
O 5.616 -7.152 -3.224 -0.28 0.02 0.46
H 5.483 -7.447 -4.125 -0.31 -0.33 -0.87
H 6.449 -6.681 -3.247 0.89 0.85 0.06
O 10.363 -8.418 1.148 -0.01 -0.20 0.32
H 10.306 -7.721 1.801 0.09 0.49 0.33
H 9.460 -8.553 0.861 -0.41 -0.45 -0.41
O 12.934 -3.218 1.378 0.52 -0.18 1.11
H 13.670 -3.830 1.379 0.37 -0.11 -0.18
H 12.581 -3.269 0.490 -0.38 0.35 -1.11
O 7.031 -1.996 0.017 0.94 0.22 -0.58
H 7.022 -2.774 -0.540 -0.36 -0.19 -0.35
H 6.604 -2.275 0.826 -0.43 -0.06 0.59
O 11.590 -4.127 3.422 -0.95 -0.45 1.42
H 12.216 -3.776 2.789 0.45 0.51 -1.32
H 11.613 -3.507 4.152 0.16 0.17 0.30
O 5.204 -8.483 -5.801 -0.41 0.70 -0.21
H 5.914 -9.010 -5.434 0.72 -0.60 0.19
H 4.409 -8.977 -5.600 -0.30 -0.10 0.06
O 5.040 -4.889 -6.329 -0.28 0.06 -0.04
H 4.586 -4.719 -7.154 -0.13 0.23 -0.06
H 5.568 -5.669 -6.502 0.49 -0.50 0.10
O 7.970 -9.268 3.154 -0.18 -0.06 -0.07
H 7.476 -8.559 3.566 -0.20 0.12 0.00
H 8.793 -9.302 3.642 0.37 -0.12 -0.02
O 12.037 -3.043 -1.244 0.62 -0.62 0.24
H 12.479 -2.465 -1.866 0.29 0.08 -0.19
H 11.153 -2.682 -1.168 -0.93 0.35 0.08
O 9.050 -8.324 -7.166 -0.28 -0.26 -0.06
H 9.282 -9.204 -7.462 0.18 -0.25 0.04
H 8.437 -8.002 -7.827 -0.32 0.19 -0.27
O 7.717 0.352 1.641 0.46 0.45 0.07
H 7.373 0.306 2.533 -0.10 -0.12 0.12
H 7.147 -0.227 1.135 -0.19 -0.19 -0.23
O 11.369 -8.247 -3.071 -0.27 0.12 -0.67
H 11.797 -9.099 -3.154 0.21 -0.18 0.03
H 11.391 -8.057 -2.133 0.36 0.08 0.70
O 7.660 0.737 -2.670 0.20 -0.16 -0.01
H 8.443 1.213 -2.394 0.30 0.19 0.24
H 7.228 1.324 -3.290 -0.19 0.10 -0.28
O 8.691 -8.280 -3.890 -0.33 -0.72 -0.35
H 9.642 -8.260 -3.783 0.70 -0.07 0.27
H 8.387 -7.467 -3.487 -0.16 0.98 0.29
O 9.763 -1.586 -0.963 0.61 0.13 0.08
H 9.531 -1.248 -1.827 -0.09 -0.08 -0.64
H 8.923 -1.740 -0.532 -0.82 -0.08 0.57
O 3.954 -3.261 -3.118 -0.56 0.39 0.63
H 4.838 -3.373 -3.468 0.83 0.22 -0.47
H 3.464 -4.009 -3.458 -0.44 -0.30 -0.21
O 6.410 -3.471 -4.424 -0.33 0.88 0.84
H 6.864 -4.079 -3.841 0.84 -0.96 0.40
H 5.928 -4.033 -5.031 -0.29 -0.16 -0.94
O 6.529 -5.850 2.433 -0.10 0.02 0.36
H 7.481 -5.872 2.531 0.67 0.04 -0.25
H 6.195 -6.241 3.241 -0.16 -0.06 0.27
O 4.455 -5.964 0.771 -0.80 0.10 -0.47
H 5.199 -5.866 1.364 0.80 0.19 0.21
H 3.714 -6.160 1.344 -0.35 -0.06 0.00
O 6.428 -2.150 2.680 -0.24 0.12 0.03
H 7.040 -2.751 3.106 0.59 -0.18 0.24
H 5.625 -2.220 3.196 -0.34 0.02 -0.05
O 11.745 -0.223 0.665 0.50 0.28 0.14
H 11.522 -0.285 1.593 -0.04 0.03 0.17
H 11.011 -0.641 0.213 -0.49 -0.19 -0.37
O 8.858 -3.277 4.324 -0.50 0.20 0.13
H 9.622 -3.586 3.838 0.45 -0.09 -0.51
H 8.675 -3.974 4.954 -0.08 -0.14 0.22
O 11.040 -5.612 -4.187 0.40 0.09 -0.12
H 10.203 -5.481 -3.740 -1.25 0.26 0.19
H 11.238 -6.539 -4.057 0.08 -0.68 -0.10
O 12.535 -3.896 -5.643 0.44 0.69 -0.47
H 11.943 -4.312 -5.017 -0.31 -0.30 0.26
H 13.301 -4.469 -5.667 0.13 -0.14 0.02
O 6.101 -11.332 -2.238 -0.20 -0.42 0.46
H 5.500 -10.779 -1.738 -0.05 0.13 0.32
H 6.331 -10.806 -3.004 0.25 0.15 -0.63
O 9.178 -11.953 -0.450 0.81 -1.03 -0.12
H 8.417 -12.311 -0.907 -0.27 0.07 -0.13
H 8.883 -11.103 -0.122 -0.24 0.28 -0.17
O 3.820 -9.863 0.656 -0.48 -0.39 0.65
H 4.134 -9.003 0.378 0.42 0.16 -0.41
H 3.542 -10.290 -0.155 -0.05 -0.10 -0.17
```
Positions in Å, forces in eV/Å.

(6)
Molecular formula: C2H8AsNO3PS2
Method: DFT, wB97M-V/def2-TZVPD

charge	-1
highest occupied orbital energy	-0.182	Eh

```
18
Properties=species:S:1:pos:R:3:forces:R:3
O 2.263 1.677 0.379 -0.27 0.20 0.11
P 0.803 1.705 0.597 1.20 -0.44 -1.45
O 0.200 3.237 0.547 -0.19 -1.35 1.10
O 0.456 1.154 2.084 -0.64 0.87 -0.41
C -0.044 0.761 -0.736 -0.04 0.60 0.08
As -0.658 -1.085 -0.071 -0.39 0.61 2.57
S -2.605 -0.958 -1.342 -1.01 -0.07 -0.52
N 0.190 -1.948 -1.690 0.04 -0.87 -0.39
C 1.257 -2.408 -1.471 1.33 0.82 -0.54
S 2.838 -2.667 -1.218 -0.68 -0.46 0.02
H -0.110 3.456 1.440 0.00 0.20 -0.24
H 0.828 0.268 2.213 -0.02 0.08 -0.22
H -0.881 1.325 -1.177 0.15 -0.27 0.43
H 0.710 0.644 -1.532 -0.14 -0.07 0.47
H -1.063 -2.490 0.484 0.10 0.04 -0.62
H -1.354 -0.452 1.182 0.05 0.08 -0.28
H 0.721 -1.203 0.682 -0.02 0.00 0.00
H -3.552 -1.017 -0.370 0.54 0.05 -0.11
```
Positions in Å, forces in eV/Å.

(7)
Molecular formula: C2H8BF4N4O2Rb
Method: DFT, wB97M-V/def2-TZVPD

relative energy (zero: lowest compared OMol25 entry of this formula, charge and spin)	290.2	kcal/mol
highest occupied orbital energy	-0.314	Eh

```
22
Properties=species:S:1:pos:R:3:forces:R:3
Rb 0.614 -0.404 0.082 7.59 -6.21 -2.57
B -1.650 0.960 0.448 -2.58 1.79 -1.16
F -1.188 1.990 1.233 0.88 0.19 0.39
F -1.198 0.967 -0.845 -9.75 1.24 2.54
F -1.246 -0.268 0.889 -6.33 0.10 1.62
F -3.011 1.001 0.379 -1.78 -0.03 0.64
C -0.106 -1.177 2.280 0.88 -2.34 2.62
O 1.011 -0.740 2.141 2.38 -0.08 5.17
N -1.020 -0.739 3.067 -1.44 2.47 4.86
N -0.573 -2.269 1.722 0.09 -4.09 -1.54
H -1.909 -1.214 3.134 0.30 0.87 0.44
H -0.718 0.035 3.640 -0.88 -0.02 0.10
H -1.562 -2.413 1.871 0.54 -0.74 -0.82
H -0.001 -2.853 1.128 -0.51 -0.03 0.27
C 1.233 0.865 -2.289 -0.13 0.09 1.38
O 0.369 0.905 -1.393 10.71 5.71 -11.20
N 1.055 1.647 -3.307 -0.11 1.62 -2.78
N 2.384 0.125 -2.328 -0.03 -1.04 1.11
H 0.256 2.253 -3.186 0.16 0.01 -0.68
H 1.642 1.570 -4.125 -0.46 0.54 -0.01
H 2.567 -0.349 -1.455 0.71 -0.08 -0.73
H 3.053 0.106 -3.084 -0.24 0.05 0.34
```
Positions in Å, forces in eV/Å.

(8)
Molecular formula: C2H8BN
Method: DFT, wB97M-V/def2-TZVPD

SMILES string	CCBN
relative energy (zero: lowest compared OMol25 entry of this formula, charge and spin)	16.2	kcal/mol
highest occupied orbital energy	-0.387	Eh

```
12
Properties=species:S:1:pos:R:3:forces:R:3
C -1.491 -0.596 0.212 0.44 2.44 -3.11
C 0.039 -0.785 0.025 0.52 -2.46 1.21
B 0.907 0.521 0.504 0.19 -0.64 -1.99
N 1.256 1.418 -0.571 0.66 -0.14 2.79
H -2.043 -0.732 -0.772 0.59 -0.20 1.19
H -1.812 -1.277 0.916 -1.23 -0.99 1.57
H -1.700 0.474 0.441 -0.18 -0.83 0.41
H 0.224 -1.842 0.625 0.24 2.79 -1.22
H 0.256 -1.106 -1.020 0.00 0.56 0.54
H 1.316 0.688 1.605 -0.19 0.23 0.15
H 1.967 2.160 -0.492 -0.90 -0.69 -0.13
H 1.083 1.078 -1.473 -0.15 -0.08 -1.42
```
Positions in Å, forces in eV/Å.

(9)
Molecular formula: C2H8BaO2
Method: DFT, wB97M-V/def2-TZVPD

⟨S²⟩	0.76
charge	+3
2S+1	2
highest occupied orbital energy (spin up / spin down)	-0.921 / -0.841	Eh

```
13
Properties=species:S:1:pos:R:3:forces:R:3
Ba -1.119 2.485 -0.889 -0.25 0.71 -0.49
C -0.558 -1.280 -1.640 -1.22 -0.20 1.36
O -0.076 0.029 -1.852 -0.08 -0.01 0.48
H 0.218 -1.906 -1.200 0.50 -0.37 -0.23
H -1.370 -1.243 -0.914 -0.25 -0.03 -0.31
H -0.891 -1.717 -2.581 0.00 -0.34 -0.44
H 0.733 -0.177 -2.326 1.01 0.75 -0.74
C 0.859 0.726 2.011 0.36 0.62 -0.17
O -0.361 0.974 1.345 0.69 0.85 -0.64
H 1.593 1.530 1.968 -0.44 0.29 -0.44
H 0.640 0.571 3.068 -0.13 -0.66 0.77
H 1.256 -0.193 1.579 0.32 -0.81 0.32
H -0.925 0.202 1.431 -0.52 -0.80 0.53
```
Positions in Å, forces in eV/Å.

(10)
Molecular formula: C2H8BrCsFOSSi2
Method: DFT, wB97M-V/def2-TZVPD

charge	+1
highest occupied orbital energy	-0.473	Eh

```
17
Properties=species:S:1:pos:R:3:forces:R:3
F 1.707 -2.329 0.755 -0.16 -0.66 0.50
C 1.810 -1.362 -0.191 -0.10 0.58 -0.23
C 1.559 0.007 0.430 -0.22 0.34 -0.30
Si 0.427 1.014 -0.626 0.86 -0.75 -0.61
Br 0.527 3.212 0.019 9.78 -6.84 5.85
O -1.116 0.514 -0.727 0.05 0.42 0.94
Si -1.833 -0.282 0.586 -0.70 -0.77 -0.33
S -3.831 -0.736 0.048 -0.25 0.54 0.17
H 1.137 -1.571 -1.006 -0.56 -0.39 -0.30
H 2.794 -1.379 -0.609 0.73 -0.16 -0.20
H 1.265 -0.088 1.459 -0.31 -0.12 0.52
H 2.492 0.535 0.443 0.58 0.54 0.16
H 0.955 1.022 -1.996 -0.05 0.33 -0.04
H -1.052 -1.496 0.854 0.04 0.02 0.00
H -1.868 0.596 1.767 0.12 0.24 -0.14
H -3.746 -2.043 -0.182 0.36 -0.26 -0.05
Cs -1.227 4.386 -1.022 -10.19 6.94 -5.95
```
Positions in Å, forces in eV/Å.

(11)
Molecular formula: C2H8Cl2Si2
Method: DFT, wB97M-V/def2-TZVPD

relative energy (zero: lowest compared OMol25 entry of this formula, charge and spin)	28.9	kcal/mol
highest occupied orbital energy	-0.376	Eh

```
14
Properties=species:S:1:pos:R:3:forces:R:3
C -1.227 -0.133 2.067 -0.94 0.47 0.53
C 1.159 -0.583 -2.190 -0.31 2.07 0.78
Si -1.068 0.456 0.264 -2.49 2.39 2.24
Si 1.011 0.129 -0.394 1.94 -0.99 -1.46
Cl 1.929 2.030 -0.230 -0.11 -1.06 -0.04
Cl 1.868 -1.404 0.793 -0.16 0.89 -0.25
H -2.192 -0.602 2.457 1.21 0.66 -0.93
H -0.389 -0.719 2.429 0.08 -0.14 -0.08
H -1.147 0.866 2.524 -0.04 -0.44 0.48
H 1.900 0.066 -2.670 -0.14 -0.14 -0.23
H 1.477 -1.592 -2.289 0.20 -0.87 0.26
H 0.187 -0.440 -2.685 0.33 -0.04 0.04
H -2.075 -0.260 -0.507 -0.17 -0.01 -0.67
H -1.434 2.185 0.432 0.58 -2.78 -0.67
```
Positions in Å, forces in eV/Å.

(12)
Molecular formula: C2H8Cl2Si2
Method: DFT, wB97M-V/def2-TZVPD

relative energy (zero: lowest compared OMol25 entry of this formula, charge and spin)	72.4	kcal/mol
highest occupied orbital energy	-0.302	Eh

```
14
Properties=species:S:1:pos:R:3:forces:R:3
C -0.984 0.773 -2.017 -0.37 -0.91 0.57
C 0.146 -0.068 -1.417 -0.09 -0.15 -1.20
Si 0.139 -0.499 0.424 0.20 2.69 0.76
Si 1.283 2.253 1.613 -0.54 -3.25 0.00
Cl 2.097 3.147 0.003 0.28 0.64 -0.68
Cl 2.816 1.789 2.948 -0.02 -0.01 -0.18
H -1.906 0.281 -1.725 -0.59 0.27 -0.76
H -1.030 1.808 -1.729 0.18 0.40 0.91
H -0.784 0.863 -3.064 -0.52 -0.44 -0.87
H 0.953 0.639 -1.614 0.99 -0.64 0.55
H 0.325 -0.994 -2.101 -0.28 1.41 1.38
H -1.155 -0.746 1.295 1.29 -0.09 -1.12
H 1.330 -1.337 0.505 -0.03 -0.51 0.65
H 0.498 3.129 2.448 -0.51 0.60 0.00
```
Positions in Å, forces in eV/Å.